C2H4N2O2S in the gas phase in a non-equilibrium geometry. Source: OMol25; level of theory: ωB97M-V/def2-TZVPD.

Values from the calculation:
HOMO energy	-8.53	eV
net charge	0
SMILES	O/N=C1\NOCS1
ΔE to the lowest compared entry with this formula, charge and spin	4.422	eV

Element x y z (Å)
O1 -2.68 0.32 -0.03
N1 -1.68 -0.68 -0.05
C1 -0.51 -0.11 0.14
N2 -0.05 1.18 0.32
O2 1.23 1.24 -0.39
C2 2.03 0.25 0.10
S1 0.85 -1.21 -0.02
H1 -3.49 -0.05 -0.32
H2 -0.72 1.87 -0.02
H3 2.92 0.10 -0.52
H4 2.15 0.50 1.22